# 1
11 unconnected molecules or ions with the total composition C36H86N8O14 in a non-equilibrium geometry. Source: OMol25; level of theory: ωB97M-V/def2-TZVPD.

As for the energy relative to the best compared isomer or geometry (same formula, charge and spin): 565.0 kJ/mol. Its SMILES is CNC(C)=O.CNC(C)=O.CNC(C)=O.CNC(C)=O.CNC(C)=O.CNC(C)=O.CNC(C)=O.CNC(C)=O.COCCOC.COCCOC.COCCOC. The calculation puts the largest force on an atom at 4.3 eV/A. Its charge is 0. The LUMO energy is 0.5 eV. Its total energy is -2914.437282 a.u.

Each line ends with the Löwdin charge.
Cartesian coordinates (Å):
O -4.039 0.848 7.157  0.036
O -6.404 -5.815 0.856  -0.189
O -3.528 8.512 -4.929  0.051
O -8.339 1.402 1.431  0.006
O 1.246 0.396 -0.845  0.024
O -2.107 -2.866 -10.068  -0.234
O 7.472 -0.944 5.650  -0.192
O -2.157 -3.197 -7.016  -0.187
O 4.028 6.297 3.565  0.022
O 5.908 -9.268 -1.030  0.052
O 4.310 12.596 -4.167  0.009
O 5.277 -1.131 8.123  -0.205
O -8.701 -5.405 -0.673  -0.193
O 2.751 -10.026 6.480  0.056
N 1.292 2.351 0.180  0.003
N 5.201 13.039 -6.261  -0.003
N -5.356 7.370 -5.353  0.010
N 6.118 7.196 3.057  0.009
N 3.772 -9.083 4.778  0.016
N -5.360 2.582 7.615  -0.008
N 5.286 -8.212 -2.880  -0.024
N -6.930 -0.254 0.654  0.007
C -8.133 -0.552 2.672  -0.017
C -5.990 7.358 -3.997  -0.035
C -6.205 1.979 8.560  -0.085
C -2.125 -1.846 -9.127  -0.197
C 4.766 7.171 3.104  -0.542
C -1.335 -2.378 -7.847  -0.147
C -7.142 -6.842 0.268  -0.209
C 4.056 -7.646 -2.353  -0.092
C 6.230 -8.944 -2.145  -0.510
C 4.232 -0.187 8.149  -0.146
C -2.415 -4.436 -7.522  -0.154
C -8.692 -6.519 0.084  -0.248
C 7.539 -1.335 7.033  -0.203
C 7.458 -9.460 -2.920  -0.009
C -4.936 -5.864 0.763  -0.069
C 7.922 -1.970 4.751  -0.096
C 5.409 14.492 -6.158  -0.049
C -4.315 2.027 7.015  -0.584
C 2.228 0.322 1.245  -0.009
C 4.779 12.236 -5.279  -0.574
C 6.644 -0.507 7.969  -0.134
C 3.502 -10.095 5.549  -0.635
C -3.666 7.484 -7.018  -0.004
C 1.614 1.033 0.125  -0.597
C 4.075 -11.411 5.050  -0.009
C 4.684 10.845 -5.692  -0.031
C -3.494 2.841 6.073  -0.011
C 7.026 6.150 3.591  -0.062
C 3.390 -7.670 5.066  -0.037
C -7.813 0.273 1.495  -0.588
C -4.176 7.835 -5.687  -0.643
C 0.538 3.091 -0.867  -0.050
C -10.057 -4.816 -0.766  -0.038
C 4.075 8.336 2.362  -0.016
C -2.635 -2.675 -11.410  -0.064
C -6.357 0.354 -0.560  -0.045
H -4.033 2.995 5.138  0.088
H -0.215 3.748 -0.431  0.076
H 3.965 -12.134 5.858  0.078
H -9.156 -7.334 -0.472  0.121
H 2.757 -7.199 4.314  0.080
H 7.028 -2.528 4.472  0.081
H -1.478 -1.114 -9.611  0.112
H -10.776 -5.468 -0.270  0.082
H -7.216 2.043 8.159  0.084
H 8.671 -2.621 5.202  0.087
H -2.689 7.000 -7.014  0.093
H -7.210 -1.010 3.027  0.083
H -3.719 -2.644 -11.302  0.077
H -8.812 -1.338 2.343  0.088
H 3.221 -8.257 -2.698  0.080
H 4.387 -9.351 4.023  0.133
H 4.642 10.359 -4.717  0.090
H -6.298 1.434 -0.424  0.082
H -3.540 8.407 -7.583  0.092
H 3.338 -0.804 8.234  0.082
H -2.564 -5.207 -6.765  0.092
H -2.480 -3.491 -12.116  0.086
H 4.062 0.480 7.304  0.088
H 3.460 -11.902 4.296  0.084
H -4.364 -4.985 1.058  0.078
H -4.585 -6.655 1.426  0.079
H -6.653 6.530 -3.746  0.081
H 4.258 8.175 1.300  0.075
H 5.136 -11.347 4.810  0.077
H -5.315 0.043 -0.639  0.081
H -3.276 -4.353 -8.184  0.083
H -6.708 -1.192 0.956  0.131
H -6.944 0.123 -1.449  0.081
H 6.789 5.176 3.161  0.077
H -1.662 -4.704 -8.264  0.083
H -8.567 0.063 3.461  0.091
H 8.153 -1.509 3.791  0.083
H 6.475 14.659 -6.008  0.080
H 4.855 14.911 -5.318  0.084
H 6.939 -0.397 9.012  0.119
H 8.241 -8.817 -3.322  0.071
H 4.511 9.293 2.652  0.072
H 6.506 7.950 2.508  0.128
H 8.088 6.341 3.438  0.079
H -7.038 -7.622 1.022  0.108
H 4.324 -7.125 5.204  0.073
H 4.220 0.301 9.124  0.081
H -5.198 7.504 -3.263  0.080
H 2.987 8.390 2.389  0.079
H 2.919 -0.481 0.990  0.090
H 8.520 -1.304 7.507  0.120
H -6.561 8.286 -3.961  0.078
H 3.962 -7.779 -1.275  0.078
H -5.387 3.586 7.504  0.143
H -5.822 6.791 -6.036  0.124
H -2.371 -1.694 -11.806  0.080
H 5.235 -8.177 -3.888  0.124
H 3.980 -6.594 -2.626  0.081
H 8.052 -9.884 -2.110  0.072
H -10.299 -4.688 -1.821  0.080
H 1.600 2.896 0.972  0.128
H 3.908 10.637 -6.429  0.097
H -9.973 -3.805 -0.365  0.081
H -1.177 -1.550 -7.156  0.120
H 3.078 -7.492 6.095  0.083
H 5.543 12.582 -7.095  0.134
H -2.519 2.392 5.886  0.085
H 6.890 5.900 4.643  0.079
H -3.097 -1.381 -8.967  0.126
H 1.361 -0.020 1.810  0.099
H -6.676 -7.408 -0.539  0.117
H -3.205 3.814 6.470  0.075
H -9.211 -6.343 1.027  0.120
H 5.043 14.906 -7.098  0.080
H 7.308 -10.221 -3.685  0.078
H -4.541 -6.036 -0.238  0.080
H -4.414 6.860 -7.506  0.073
H 2.866 1.034 1.769  0.078
H -5.989 0.948 8.841  0.094
H 7.101 -2.330 7.103  0.120
H 1.308 3.674 -1.372  0.079
H -0.380 -2.848 -8.084  0.125
H -6.236 2.570 9.475  0.083
H 6.594 0.503 7.563  0.116
H 5.608 10.369 -6.020  0.081
H 0.045 2.409 -1.560  0.079



# 2
6 unconnected molecules or ions with the total composition C36H87N3 in a non-equilibrium geometry. Source: OMol25; level of theory: ωB97M-V/def2-TZVPD.

As for the energy relative to the best compared isomer or geometry (same formula, charge and spin): 296.8 kJ/mol. Its SMILES is CCN(CC)CC.CCN(CC)CC.CCN(CC)CC.CCCCCC.CCCCCC.CCCCCC. The calculation puts the largest force on an atom at 15.8 eV/A. Its charge is 0. The LUMO energy is 0.8 eV. Its total energy is -1587.408345 a.u.

Each line ends with the Löwdin charge.
Cartesian coordinates (Å):
N -70.326 -154.531 13.042  -0.164
N -68.635 -162.046 7.249  -0.137
N -69.794 -160.962 12.293  -0.152
C -74.599 -165.012 14.246  -0.217
C -69.469 -162.308 5.936  -0.196
C -70.204 -162.127 13.165  -0.221
C -68.238 -155.501 12.132  -0.055
C -77.471 -165.708 11.555  -0.128
C -75.614 -158.998 14.293  -0.087
C -76.913 -165.494 13.036  -0.263
C -74.613 -159.214 21.671  -0.238
C -74.674 -159.749 20.261  -0.197
C -68.979 -160.701 7.829  -0.229
C -70.005 -153.126 12.530  -0.266
C -74.980 -159.053 11.804  -0.173
C -73.587 -159.966 22.517  -0.102
C -68.374 -160.825 12.151  -0.322
C -67.547 -160.340 13.266  -0.093
C -75.388 -165.216 12.978  -0.262
C -68.727 -163.178 8.116  -0.272
C -71.506 -154.695 13.988  -0.208
C -72.308 -159.435 17.040  -0.105
C -70.010 -163.305 8.881  -0.068
C -68.834 -163.389 5.004  -0.076
C -73.426 -159.961 17.960  -0.306
C -68.355 -159.595 7.052  -0.072
C -74.886 -160.602 11.441  -0.197
C -73.883 -162.133 9.740  -0.102
C -71.528 -162.667 12.610  -0.047
C -73.827 -163.447 16.001  -0.086
C -72.077 -156.082 13.913  -0.088
C -74.755 -163.512 14.725  -0.202
C -70.491 -159.623 12.501  -0.173
C -69.031 -155.105 13.464  -0.202
C -73.342 -159.529 19.414  -0.215
C -69.451 -152.111 13.424  -0.135
C -73.800 -160.821 10.415  -0.317
C -76.104 -158.750 12.828  -0.178
C -70.278 -158.803 11.181  -0.056
H -67.839 -154.711 11.606  0.024
H -68.446 -152.264 13.674  0.026
H -75.429 -164.434 12.279  0.070
H -72.405 -158.342 16.986  0.073
H -75.820 -163.557 15.101  0.117
H -74.769 -158.465 14.618  0.045
H -70.027 -162.753 9.583  -0.079
H -72.619 -159.900 22.366  -0.004
H -72.316 -159.878 16.143  0.005
H -67.398 -156.186 12.197  0.055
H -74.669 -161.204 12.423  0.114
H -73.923 -158.693 11.882  0.123
H -67.741 -163.219 4.828  0.090
H -71.573 -156.870 14.126  -0.006
H -77.368 -166.838 11.109  0.116
H -76.255 -158.622 14.986  0.024
H -68.597 -158.636 7.590  0.100
H -68.779 -160.749 8.672  -0.035
H -75.542 -159.900 14.856  0.052
H -75.384 -159.291 19.792  0.038
H -73.252 -158.396 19.228  0.138
H -77.489 -164.806 13.692  0.090
H -73.694 -162.822 10.553  0.058
H -75.873 -161.095 11.224  0.119
H -68.714 -159.505 6.045  0.053
H -67.390 -159.880 6.688  0.074
H -76.951 -159.338 12.504  0.102
H -75.085 -165.677 14.944  0.099
H -70.131 -164.194 9.441  0.075
H -66.549 -160.631 13.087  0.048
H -67.434 -159.167 13.202  0.117
H -68.256 -160.285 11.165  0.112
H -68.783 -164.161 7.637  0.107
H -71.630 -163.650 13.421  0.149
H -72.819 -160.766 10.963  0.100
H -70.267 -161.975 14.232  0.117
H -69.270 -150.988 13.096  0.112
H -76.554 -157.829 12.817  0.067
H -75.340 -158.712 11.005  0.014
H -72.565 -160.117 19.834  0.093
H -69.968 -151.907 14.456  0.109
H -68.854 -156.219 11.539  0.065
H -71.215 -154.487 15.083  0.134
H -74.926 -162.279 9.403  0.091
H -70.985 -152.786 12.225  0.097
H -72.230 -161.960 12.671  -0.021
H -73.741 -162.308 16.245  0.079
H -73.617 -160.943 22.607  0.010
H -67.725 -160.841 14.209  0.077
H -75.031 -166.052 12.423  0.097
H -69.534 -155.936 13.964  0.101
H -69.386 -153.309 11.622  0.112
H -77.255 -166.492 13.644  0.136
H -70.157 -160.705 7.789  0.156
H -73.750 -160.015 9.735  0.098
H -68.086 -161.922 11.789  0.154
H -73.474 -159.501 23.679  0.147
H -73.087 -155.998 14.329  0.096
H -70.266 -159.194 10.269  0.018
H -72.934 -163.910 15.880  0.019
H -69.346 -158.434 11.288  0.002
H -76.913 -165.025 10.833  0.070
H -74.303 -158.112 21.617  0.140
H -72.272 -154.010 13.660  0.104
H -69.589 -162.757 13.199  -0.020
H -75.500 -159.362 22.054  0.042
H -68.910 -164.386 5.369  0.037
H -73.594 -165.525 14.173  0.120
H -74.484 -159.878 17.519  0.119
H -69.584 -163.369 4.205  0.071
H -73.285 -161.171 18.019  0.128
H -69.547 -161.393 5.570  0.033
H -74.471 -163.838 16.730  0.049
H -71.509 -159.655 12.723  0.058
H -70.888 -157.887 11.218  0.084
H -72.286 -156.328 12.972  0.028
H -73.089 -162.126 9.041  0.049
H -78.506 -165.480 11.435  0.028
H -74.643 -162.736 14.041  0.044
H -67.797 -163.172 8.623  0.106
H -74.753 -160.886 20.367  0.144
H -71.337 -159.585 17.541  0.085
H -68.384 -154.653 14.086  0.059
H -70.527 -162.591 6.056  0.103
H -71.550 -163.070 11.510  0.095
H -70.951 -162.990 8.160  0.142
H -70.200 -159.031 13.426  0.120



# 3
A molecular structure, C36H90F6HfN9O24S6 in a non-equilibrium geometry. Source: OMol25; level of theory: ωB97M-V/def2-TZVPD.

The calculation puts the largest force on an atom at 9.3 eV/A. Its charge is +1. The LUMO energy is -4.7 eV. Its total energy is -6759.933467 a.u.

Each line ends with the Löwdin charge.
Cartesian coordinates (Å):
Hf -0.034 0.007 -1.996  1.757
S 1.752 2.220 -0.170  0.573
S 3.914 -1.717 -5.187  0.574
S 2.201 -4.057 -4.906  0.940
S -0.889 -0.021 -5.258  0.629
S -0.835 2.012 0.704  0.549
S 1.114 1.818 -4.444  0.578
F -1.756 -0.886 -4.187  -0.199
F 2.161 1.436 -1.555  -0.251
F 0.405 2.653 -3.230  -0.229
F -1.066 3.519 0.141  -0.166
F 0.093 -1.596 -2.791  -0.324
F 4.256 -1.050 -3.846  -0.134
O 6.351 -0.454 -0.118  -0.213
O 2.952 -4.784 -5.947  -0.221
O 2.265 7.246 -5.550  -0.211
O 1.964 3.580 -0.482  -0.176
O 0.899 2.255 -5.751  -0.182
O 5.080 -2.469 -5.571  -0.252
O -4.097 3.209 3.231  -0.201
O -0.021 -0.860 -5.980  -0.193
O 7.729 -2.342 4.397  -0.189
O -7.789 -0.128 3.128  -0.248
O 1.145 -4.525 -3.993  -0.255
O -2.110 1.441 0.764  -0.213
O 2.459 1.783 -4.005  -0.212
O 1.097 -0.485 3.376  -0.259
O -2.467 6.713 -3.359  -0.198
O -1.412 -5.251 1.272  -0.197
O -0.247 2.214 2.009  -0.232
O -2.176 0.388 -2.033  -0.382
O -1.838 0.963 -5.753  -0.237
O 3.425 -4.703 0.062  -0.224
O 3.418 -0.820 -6.372  -0.295
O -5.797 -2.384 1.235  -0.168
O 2.635 1.578 0.752  -0.206
O 1.428 -0.881 -0.641  -0.351
N 0.309 1.619 -0.380  -0.414
N -0.048 0.693 -4.036  -0.433
N 0.396 7.507 -3.366  -0.058
N 2.622 -2.455 -4.664  -0.299
N 4.882 -0.619 2.832  -0.027
N -1.345 -1.274 -0.501  -0.120
N -3.195 -3.129 2.193  -0.068
N 5.953 -3.203 0.623  -0.034
N -6.676 2.417 2.240  -0.056
C -2.326 -3.949 3.043  -0.201
C -2.732 1.456 -2.936  -0.002
C 6.279 -2.785 -0.726  -0.205
C 7.120 -1.528 -0.737  -0.172
C -8.483 -1.261 3.639  -0.096
C 2.410 -5.604 0.539  -0.070
C -8.529 1.068 3.226  -0.224
C -6.738 -1.668 0.492  -0.105
C 2.527 -0.673 3.824  -0.134
C -6.126 3.772 2.190  -0.198
C -5.238 4.089 3.381  -0.209
C -1.465 6.289 -2.403  -0.221
C 7.088 -1.437 3.472  -0.199
C 0.274 -0.253 4.472  -0.144
C -3.777 6.696 -2.847  -0.116
C -2.086 -5.318 2.502  -0.263
C 6.914 0.792 -0.348  -0.130
C 5.609 -1.657 3.548  -0.226
C 2.895 6.051 -5.958  -0.112
C -1.743 -6.455 0.592  -0.098
C -3.651 3.003 4.552  -0.125
C 3.472 -0.898 2.640  -0.227
C 0.843 -1.723 0.428  -0.092
C 0.077 7.998 -4.677  -0.201
C -0.460 -2.385 -0.051  -0.120
C 0.823 7.250 -5.783  -0.194
C -3.999 -2.154 2.882  -0.209
C -2.562 -1.784 -1.145  -0.155
C -0.107 6.204 -3.007  -0.239
C 8.963 -2.824 4.087  -0.154
C -3.271 -0.552 -1.551  -0.109
C -7.572 2.262 3.376  -0.209
C 4.697 -5.279 -0.072  -0.216
C 2.337 -1.642 -1.485  -0.040
C -4.917 -1.515 1.879  -0.257
C 5.760 -4.596 0.846  -0.187
H -1.432 -3.377 3.262  0.113
H 0.379 9.038 -4.663  0.116
H -0.268 -3.064 -0.906  0.137
H 7.300 -1.263 -1.744  0.108
H -3.791 7.346 -1.982  0.084
H 8.987 -3.307 3.072  0.095
H 3.115 -0.171 1.899  0.086
H -4.557 -2.569 3.734  0.125
H -7.537 -2.315 0.135  0.099
H -0.924 -2.933 0.769  0.104
H 3.271 -1.895 2.242  0.099
H 1.720 -2.448 -1.959  0.088
H 8.034 -1.774 -0.201  0.128
H -5.919 1.756 2.254  0.087
H -4.280 -0.951 1.137  0.111
H -1.538 -5.906 3.220  0.126
H -1.007 7.863 -4.839  0.121
H 7.438 -1.696 2.476  0.098
H 9.676 -2.015 4.104  0.081
H 1.609 -5.024 0.990  0.067
H 0.438 6.196 -5.794  0.107
H 6.857 -3.552 -1.175  0.113
H -6.283 -1.208 -0.395  0.076
H -1.366 7.066 -1.643  0.126
H -8.182 3.188 3.516  0.137
H -5.510 -0.722 2.422  0.123
H 0.280 -1.097 5.156  0.081
H -3.040 -2.487 -0.416  0.143
H -4.336 2.324 5.111  0.101
H 2.842 -6.181 1.400  0.110
H 0.692 0.644 4.968  0.096
H -8.719 -1.253 4.711  0.094
H 6.690 -5.148 0.703  0.125
H -7.116 -0.783 1.059  0.088
H 2.602 -0.967 -2.329  0.073
H 0.581 5.854 -2.228  0.125
H 5.444 -2.747 3.297  0.121
H 7.336 -0.405 3.677  0.128
H -3.039 -5.855 2.465  0.128
H 1.410 7.370 -3.255  0.115
H 6.962 1.080 -1.388  0.079
H 0.613 7.675 -6.795  0.130
H 4.641 -6.324 0.140  0.105
H -4.362 7.128 -3.633  0.081
H -4.190 5.693 -2.574  0.091
H 7.970 0.807 -0.027  0.099
H 3.909 6.108 -5.520  0.095
H -4.943 5.080 3.481  0.105
H -2.775 1.219 -4.056  0.084
H 2.991 6.005 -7.083  0.105
H -7.018 4.413 2.186  0.117
H -2.296 -2.344 -2.083  0.144
H 5.085 -5.201 -1.101  0.117
H -1.116 -6.595 -0.273  0.078
H 5.426 -2.627 -1.419  0.112
H -3.746 -0.004 -0.743  0.111
H 2.745 0.305 4.344  0.137
H -3.820 -3.751 1.685  0.112
H 5.358 -0.389 1.961  0.089
H 5.181 -2.683 0.957  0.071
H -2.808 -6.490 0.240  0.106
H -2.725 2.400 4.387  0.087
H -7.777 -2.093 3.502  0.084
H 2.621 -1.500 4.606  0.138
H -9.205 1.213 2.307  0.143
H -1.627 -7.268 1.322  0.094
H 5.511 -4.697 1.872  0.101
H -9.307 0.977 4.009  0.119
H -1.632 -0.557 0.189  0.110
H 1.608 -2.515 0.680  0.141
H -0.174 5.438 -3.849  0.123
H 5.362 -1.613 4.613  0.123
H 0.691 -1.081 1.254  0.096
H -5.541 3.951 1.255  0.127
H -0.772 -0.065 4.096  0.093
H -1.720 5.372 -1.884  0.099
H 3.220 -1.930 -0.973  0.089
H -5.750 3.775 4.287  0.096
H -3.322 -1.374 3.321  0.136
H 2.096 -6.197 -0.309  0.087
H -2.163 2.415 -2.898  0.108
H -2.869 -4.129 4.038  0.144
H -9.376 -1.458 3.015  0.101
H 6.309 1.561 0.153  0.098
H -3.303 3.938 5.002  0.098
H 2.324 5.230 -5.570  0.056
H -3.747 1.550 -2.545  0.103
H -4.055 -0.673 -2.287  0.142
H -6.997 2.154 4.295  0.105
H 9.243 -3.630 4.788  0.096